72
Properties=species:S:1:pos:R:3:forces:R:3:mulliken_spin:R:1 method="wB97M-V/def2-TZVPD" homo_lumo_gap_ev="7.7 / 7.7" s2=3.754 homo_energy_ev="-14.62 / -14.60" multiplicity=4 e_lumo_ha="-0.255 / -0.255" charge=+2
C -1.324 3.384 -0.070 0.638 0.185 0.038 0.00
C -1.443 -3.489 -3.586 -0.297 -0.568 -0.504 0.00
H 1.868 -2.185 -3.435 -0.224 0.247 0.024 0.00
H -0.062 5.198 0.197 -0.173 -0.059 0.028 0.00
H 1.710 0.289 -4.184 -0.047 -0.127 0.347 0.00
H -0.462 4.428 2.362 0.039 -0.007 -0.010 0.00
H 1.547 -4.388 -2.813 -0.059 -0.071 0.041 0.00
N -0.283 -1.033 1.917 0.603 0.526 1.545 0.00
H 2.844 1.653 1.817 -0.033 0.123 -0.054 0.00
C 1.302 2.925 -1.382 0.633 0.438 -0.333 0.00
C 0.998 -1.532 -3.257 0.149 0.182 -0.383 0.00
O 3.349 -0.582 0.368 -4.415 0.914 -1.434 0.00
C 1.461 -0.061 -3.166 0.082 0.446 0.040 0.00
N 0.432 0.840 -2.556 -0.568 -0.007 -0.036 0.00
H -3.382 -3.581 -1.330 0.433 0.049 -0.188 0.00
C 0.518 -3.802 0.471 0.115 -0.051 0.357 0.00
H -1.932 -4.548 -1.040 -0.057 0.348 -0.032 0.00
H 0.556 3.802 3.663 0.059 0.030 -0.358 0.00
H -2.417 0.603 -1.212 -0.356 -0.035 0.001 -0.03
H -2.168 -1.811 -2.410 0.204 -0.314 -0.035 0.00
H -0.226 2.822 -2.958 0.395 -0.215 0.206 0.00
H -1.684 3.084 -1.069 0.266 -0.039 0.274 0.00
C -2.398 2.914 0.942 -0.295 -0.212 -0.093 0.00
H -0.456 0.678 -3.054 0.428 0.108 0.040 0.00
H -2.182 1.929 1.399 0.020 0.438 -0.115 0.00
H 2.044 -2.995 -0.799 -0.040 -0.137 -0.064 0.00
C 0.941 -0.892 3.986 -0.239 -0.277 -0.324 0.00
H -3.376 2.789 0.449 0.416 0.186 0.098 0.00
C 0.097 3.558 2.694 -0.166 -0.055 0.627 0.00
Nd -0.761 0.012 -0.210 0.482 0.448 -1.453 3.05
H -0.612 2.746 2.912 0.122 0.234 -0.118 0.00
P 0.353 2.547 0.129 -1.249 -0.599 0.104 0.00
H 1.308 -4.335 1.019 -0.221 0.011 -0.199 0.00
H 2.149 2.097 3.380 0.064 0.201 -0.319 0.00
H 1.419 4.017 -1.493 0.001 -0.331 -0.085 0.00
H 1.622 -1.857 2.159 -0.087 -0.052 0.228 0.00
C 2.256 -0.352 0.043 4.361 -0.889 1.325 0.00
H 1.276 1.015 2.334 0.129 0.254 -0.123 0.00
C 1.913 1.907 2.323 0.001 -0.249 0.278 -0.01
H -2.027 -4.427 -3.606 0.145 0.474 0.103 0.00
H 1.850 3.880 1.427 -0.146 -0.009 0.365 0.00
H -0.409 -3.772 -3.822 -0.333 0.014 0.130 0.00
H 1.817 -1.167 4.569 -0.245 0.083 -0.034 0.00
C -1.084 4.907 -0.069 -0.467 0.682 -0.544 0.00
H -2.227 -3.049 -0.140 0.167 0.041 -0.080 0.00
H -1.967 0.902 4.115 0.027 -0.127 0.134 0.00
P 0.113 -2.095 -1.751 -0.733 -0.316 0.519 -0.01
H 2.374 0.043 -2.563 -0.181 -0.128 -0.150 0.00
H 0.355 -1.639 -4.147 0.096 -0.068 0.421 0.00
C -0.070 0.101 5.973 0.232 0.846 2.378 0.00
H -2.128 -0.077 1.786 0.222 0.045 0.908 0.00
H -1.765 5.420 0.623 0.180 -0.131 -0.190 0.00
C 0.839 -1.303 2.664 -1.476 0.543 -0.094 0.00
C 0.720 2.324 -2.682 -0.284 -0.466 0.103 0.00
C 1.149 3.079 1.706 0.542 0.493 -0.388 0.00
H -2.521 3.627 1.766 0.083 -0.260 -0.217 0.00
H -1.784 -2.880 -4.428 -0.068 -0.073 0.145 0.00
H 1.748 -5.406 -1.382 -0.211 0.196 -0.236 0.00
C -1.175 0.265 3.742 -0.356 -0.341 -0.160 0.00
H 0.250 -2.929 1.068 0.014 -0.349 -0.337 0.00
N 0.018 0.296 7.126 -0.271 -0.503 -2.836 0.00
H 0.123 -5.073 -1.990 0.146 0.049 -0.021 0.00
H 1.419 2.489 -3.522 -0.198 0.012 0.402 0.00
C -0.112 -0.148 4.551 0.264 -0.401 -0.043 0.00
C -1.582 -2.739 -2.248 0.422 0.412 -0.260 0.00
C 1.041 -3.432 -0.917 0.139 -0.039 -0.521 0.00
C 1.111 -4.631 -1.842 0.583 -0.877 0.310 0.00
H 2.316 2.517 -1.236 -0.223 0.158 0.073 0.00
C -2.300 -3.516 -1.131 -0.267 -0.283 -0.029 0.00
H -0.365 -4.446 0.446 0.262 0.040 -0.121 0.00
H -1.278 5.327 -1.071 0.082 -0.103 0.434 0.00
C -1.246 -0.243 2.446 0.740 -0.688 0.495 0.00

12
Properties=species:S:1:pos:R:3:forces:R:3:mulliken_charge:R:1 method="wB97M-V/def2-TZVPD" homo_lumo_gap_ev=9.6 smiles="O=C(NS)[C@@H]1CO1" homo_energy_ev=-8.92 multiplicity=1 e_lumo_ha=0.023 charge=0 relative_energy_kj_mol=218.8
C 0.895 -0.527 0.322 -1.155 -2.104 0.249 0.58
H -2.601 -0.310 -0.398 -0.469 0.644 0.228 0.27
C -1.640 0.141 -0.612 0.153 -2.911 0.580 -0.35
O -1.095 1.053 0.245 0.100 1.517 1.116 -0.43
O 1.417 -1.641 0.529 -1.034 1.313 -0.299 -0.71
S 3.307 0.539 -0.125 -0.488 -0.176 0.165 -0.15
H -1.065 -0.887 1.221 0.145 0.643 0.090 0.33
H 1.127 1.420 -0.031 -0.354 0.336 -0.060 0.28
H -1.412 0.057 -1.628 0.775 0.719 -1.514 0.29
N 1.600 0.547 0.075 0.442 2.235 -0.674 -0.30
H 3.090 -0.723 0.250 1.059 -0.943 0.117 0.21
C -0.638 -0.264 0.424 0.826 -1.273 0.000 -0.02

21
Properties=species:S:1:pos:R:3:forces:R:3:mulliken_charge:R:1 method="wB97M-V/def2-TZVPD" homo_lumo_gap_ev=10.6 homo_energy_ev=-13.87 multiplicity=1 e_lumo_ha=-0.121 charge=+1 relative_energy_kj_mol=193.9
C 2.262 0.429 -1.448 1.694 2.502 -0.028 -1.01
H -0.733 0.612 -2.329 0.529 -0.149 0.077 0.27
H 1.353 -0.352 -3.291 -0.442 0.448 0.856 0.39
H 3.177 0.157 -1.968 0.603 0.225 0.409 0.34
H 1.442 -1.411 -1.850 -0.643 0.847 -0.705 0.20
H -1.056 -1.772 2.373 0.083 1.869 -1.033 0.40
O -2.034 1.634 2.627 0.179 -3.066 -0.280 -0.64
N -0.129 0.052 -1.725 -1.541 -0.230 1.158 -0.17
N -1.137 -0.882 1.763 -1.375 -4.807 -0.910 -0.27
H 2.419 0.324 -0.355 -0.431 -0.802 -0.622 0.29
O -1.738 0.518 -0.106 -0.468 0.507 -1.129 -0.70
H -2.139 -0.909 1.364 1.780 0.345 0.441 0.41
H -0.079 -2.037 0.348 -0.180 1.505 0.069 0.33
C -0.151 -0.930 0.630 0.777 -2.432 -0.296 -0.67
H -1.123 -0.096 2.330 0.147 2.530 1.626 0.28
C -0.731 -0.067 -0.475 1.435 0.347 -1.193 0.67
H 0.878 -0.684 0.939 -0.642 0.299 0.144 0.30
H 2.170 1.547 -1.516 -0.122 -0.943 -0.478 0.30
H -2.117 2.395 3.138 -0.108 2.156 1.060 0.31
C 1.243 -0.344 -2.186 -1.238 -1.982 1.805 -0.35
H -1.778 1.815 1.736 -0.036 0.832 -0.971 0.32

105
Properties=species:S:1:pos:R:3:forces:R:3:mulliken_spin:R:1 method="wB97M-V/def2-TZVPD" homo_lumo_gap_ev="7.5 / 5.6" s2=3.772 homo_energy_ev="-8.25 / -8.39" multiplicity=4 e_lumo_ha="-0.026 / -0.104" charge=0 relative_energy_kj_mol=0.0
V -0.214 -0.367 1.533 0.017 0.174 0.869 2.15
C 0.730 3.636 -2.124 0.000 0.072 -0.087 0.00
H 5.206 -0.839 -2.481 0.003 -0.008 0.012 0.00
C 2.637 1.765 -1.157 -0.012 0.062 -0.165 -0.05
C -4.202 -1.672 1.550 -0.061 0.014 -0.021 -0.01
C 0.143 -3.134 -0.708 0.056 0.011 0.007 -0.17
H 2.803 4.872 -0.610 0.048 -0.054 0.024 0.00
H -1.134 4.385 -2.938 0.014 0.010 -0.022 0.00
H 2.473 -2.139 3.144 -0.005 0.006 -0.036 0.00
H 3.954 -2.821 2.488 0.001 0.001 -0.013 0.00
H 1.490 -5.485 2.402 0.031 0.016 -0.002 0.00
H 2.599 -3.930 -0.821 -0.013 0.030 0.008 0.00
C 3.197 -0.504 -1.809 0.021 0.118 -0.013 0.03
C 1.997 0.950 2.630 -0.525 -1.200 -0.592 0.00
H -5.052 -2.350 -0.886 -0.020 0.016 -0.010 0.00
H -5.272 -0.608 -0.792 0.011 -0.001 -0.002 0.00
Cl -2.217 -2.496 4.633 -0.076 -0.032 0.018 0.00
Cl 0.915 -1.435 5.141 -0.002 -0.011 -0.033 0.00
H -2.145 -5.039 2.484 0.003 0.023 0.020 0.00
C -0.217 -4.160 2.076 -0.155 -0.033 0.060 0.05
H -4.625 -2.679 1.525 -0.014 0.006 -0.020 0.00
H -4.438 1.372 0.566 -0.017 0.056 -0.002 -0.01
H 1.234 4.818 -3.852 -0.009 0.021 0.003 0.00
C 0.094 -3.509 -3.470 -0.009 -0.047 0.008 0.01
H -0.087 -6.217 2.645 0.020 -0.008 -0.002 0.00
C -0.850 0.560 -1.923 -0.040 0.056 -0.051 0.18
P 0.469 -2.797 1.054 0.123 -0.083 -0.285 0.15
C -3.547 1.489 2.531 0.003 -0.006 -0.003 0.03
C -0.175 -4.381 -1.251 0.064 0.048 0.005 0.00
C -3.443 1.512 1.005 -0.001 0.016 0.121 0.03
H -4.279 2.234 2.851 0.004 0.004 -0.008 0.00
H -0.471 -5.534 -3.029 0.005 -0.007 -0.005 0.00
H 2.919 -1.542 -1.938 -0.012 -0.048 0.008 0.01
C 0.475 -5.524 2.017 -0.022 -0.019 0.031 0.00
C 1.607 4.660 -2.836 -0.028 0.024 -0.008 0.00
C -3.177 1.132 -2.160 -0.045 0.034 0.004 -0.01
O 3.119 1.167 2.959 0.274 0.267 0.183 0.01
C 4.863 1.212 -1.945 -0.062 -0.023 0.012 0.03
H -1.958 -4.550 0.798 0.020 -0.053 -0.063 0.00
Si 0.557 -0.235 -0.978 -0.093 -0.342 -0.583 -0.02
H -3.792 1.901 -4.058 0.000 0.007 -0.010 0.00
H -2.991 3.081 -0.479 -0.105 -0.052 0.099 0.00
C -3.504 -1.379 0.221 0.003 -0.094 0.013 0.07
H -3.355 3.651 1.151 -0.007 0.020 -0.012 0.00
C 2.869 -2.933 2.520 0.004 -0.018 -0.006 0.00
H -5.024 -0.972 1.713 -0.003 -0.001 0.000 0.00
H 4.256 3.161 -1.316 -0.017 0.007 -0.059 0.00
C -0.651 0.940 -3.256 -0.099 -0.122 0.018 -0.01
H -4.067 -1.293 -1.896 0.017 -0.005 0.015 0.00
H -1.344 3.405 -1.481 0.200 0.094 -0.135 0.00
H -1.791 2.913 0.811 -0.013 -0.021 0.035 0.00
C -4.523 -1.394 -0.913 -0.069 -0.043 -0.005 0.00
C 0.399 -2.049 -1.554 -0.059 -0.011 -0.030 0.18
H 0.682 2.745 -2.754 0.079 0.149 0.049 0.00
H 2.652 -3.888 2.998 0.005 -0.018 0.009 0.00
H -4.170 1.227 -1.738 0.012 0.006 0.001 0.00
H 2.788 -4.957 0.600 -0.025 -0.021 0.009 0.00
H 5.875 1.526 -2.164 -0.001 0.007 -0.011 0.00
O -0.246 1.473 2.045 0.596 0.749 0.775 -0.01
H 4.203 4.659 1.250 -0.014 0.034 0.039 0.00
C -1.698 1.410 -4.027 -0.030 0.009 0.006 0.00
H 0.866 4.769 1.751 0.009 0.016 -0.030 0.00
O 0.801 2.853 3.513 -0.014 0.552 0.029 0.01
O 1.589 -0.203 2.046 0.735 0.882 0.112 0.01
C 2.255 0.420 -1.336 0.262 -0.049 0.005 0.16
C 2.325 -2.877 1.092 0.029 -0.056 -0.001 -0.01
H -3.544 -1.622 2.416 0.040 0.007 -0.009 0.01
C 4.491 -0.112 -2.118 -0.029 0.038 0.024 -0.01
H 0.337 0.866 -3.698 0.028 0.010 0.000 0.01
C -0.215 -4.565 -2.622 -0.001 0.056 -0.012 0.00
C 2.336 4.330 0.218 0.070 0.070 -0.085 0.00
Ge -0.867 -0.854 3.985 -0.202 -0.301 0.631 0.00
C -2.857 2.866 0.580 -0.080 -0.031 0.014 0.00
C 2.955 -3.954 0.210 0.041 0.016 0.010 0.00
C -2.968 1.518 -3.471 0.059 -0.026 0.016 0.00
H 0.586 5.658 0.248 -0.013 0.020 -0.057 0.00
H -0.379 -5.223 -0.608 -0.022 0.000 0.033 0.00
H -3.854 0.531 2.945 -0.006 -0.033 -0.004 0.00
C -1.726 -4.275 1.827 0.053 -0.031 -0.003 0.02
H 2.602 -1.899 0.687 -0.015 0.031 -0.006 0.03
H -1.526 1.703 -5.055 0.002 0.005 -0.008 0.00
H 3.012 3.788 2.212 -0.033 -0.047 0.009 0.00
C -2.130 0.637 -1.378 -0.094 0.000 -0.026 -0.09
C 3.423 3.896 1.209 -0.051 -0.037 0.108 0.00
Cl -1.618 0.715 5.296 0.006 0.092 -0.034 0.00
H -0.091 -3.772 3.094 -0.001 -0.036 0.010 0.00
H 2.647 4.343 -2.917 0.009 -0.040 0.019 0.00
H -0.738 5.059 -1.362 -0.006 0.019 0.047 0.00
C 0.789 1.908 2.788 -0.813 -0.835 -0.706 0.01
H 0.519 -5.950 1.016 -0.023 0.009 -0.004 0.00
C 1.357 5.278 0.917 -0.021 0.025 0.033 0.00
H 1.581 5.628 -2.331 0.025 -0.010 0.021 0.00
H 3.900 2.950 0.962 0.016 -0.006 -0.017 0.00
C -0.704 4.148 -1.961 0.005 -0.084 -0.075 0.01
H 0.607 -1.451 -3.618 -0.009 0.012 0.005 -0.01
H 1.897 6.137 1.321 0.008 -0.004 0.003 0.00
H -2.239 -3.345 2.059 0.033 0.017 -0.023 0.01
H 4.035 -3.787 0.192 -0.001 -0.029 0.001 0.00
P 1.364 2.932 -0.517 -0.039 -0.172 0.160 0.11
H -2.781 -2.182 0.030 0.018 0.013 -0.011 0.01
C 0.393 -2.267 -2.938 -0.008 0.047 0.053 0.03
P -2.418 0.117 0.357 -0.004 0.096 -0.388 0.09
H -2.588 1.754 2.970 0.018 0.008 -0.002 0.00
H 0.088 -3.649 -4.543 -0.001 -0.004 -0.002 0.00
C 3.940 2.137 -1.473 0.045 0.001 0.000 -0.02

no.,energy (a.u.),strongest force on any atom (eV/A)
1,-2384.62176,4.7
2,-720.66316,3.0
3,-419.95157,5.1
4,-7496.63423,1.4